P | Density functional theory data (ωB97M-V/def2-TZVPD) for 2 unconnected molecules or ions with the total composition C4H8ClN.

Element x y z (Å)
C -0.142 -0.709 1.332
C 0.665 -0.809 -0.038
C 0.718 0.416 0.752
C -0.202 -0.985 -1.277
N -0.985 2.009 -0.252
Cl 1.984 1.288 1.535
H -1.188 -0.581 1.214
H 0.210 -1.162 2.233
H 1.578 -1.392 -0.021
H 0.255 -0.917 -2.350
H -0.990 -0.125 -1.335
H -0.749 -1.982 -1.148
H -0.939 2.904 0.279
H -0.215 2.046 -0.924

Computed properties:
- LUMO level (spin up / spin down) (eV) = -0.1 / -0.2
- highest occupied orbital energy (spin up / spin down) (hartree) = -0.3702 / -0.3071
- gap between HOMO and LUMO (spin up / spin down) (eV) = 9.96 / 8.12

=====

Q | Density functional theory data (ωB97M-V/def2-TZVPD) for a molecular structure, C4H8ClN.

Element x y z (Å)
C -1.607 0.669 0.362
C -0.501 -0.509 0.442
C 1.797 -0.704 -0.343
C 1.066 0.757 -0.312
H -1.247 1.559 -0.077
H -1.988 0.764 1.351
H -0.668 -1.372 1.088
H -0.465 -1.005 -0.568
H 2.979 -0.993 -0.198
H 0.913 -1.492 -1.018
H 1.885 1.585 -0.322
H -0.032 1.201 -1.116
N 0.967 -0.166 0.850
Cl -3.098 -0.296 -0.139

Computed properties:
- LUMO level (eV) = 0.9
- highest occupied orbital energy (hartree) = -0.3556
- gap between HOMO and LUMO (eV) = 10.54

=====

R | Density functional theory data (ωB97M-V/def2-TZVPD) for a single C4H8ClN molecule.

Element x y z (Å)
N 0.042 1.282 -1.818
C 0.081 1.056 -0.348
C 0.343 -0.290 0.085
C -0.767 -1.315 0.290
C -0.052 -0.649 1.489
Cl 1.048 -1.666 2.437
H 1.052 1.299 -2.001
H -0.263 0.445 -2.304
H 0.974 1.594 -0.072
H -0.772 1.655 0.070
H 1.346 -0.626 -0.139
H -0.912 -2.354 0.211
H -1.701 -0.695 0.132
H -0.420 0.264 1.966

Computed properties:
- LUMO level (eV) = 1.0
- highest occupied orbital energy (hartree) = -0.3500
- structure (SMILES) = NC[C@@H]1C[C@H]1Cl
- gap between HOMO and LUMO (eV) = 10.56

=====

Of them, the most stable is R and the least stable is Q.

=====

P | Density functional theory data (ωB97M-V/def2-TZVPD) for a molecular structure, FHNO2S.

Element x y z (Å)
N -0.663 0.928 -0.136
O 0.664 -1.570 0.992
O 1.773 -0.407 -0.835
F -1.853 0.533 0.637
S 1.080 -0.281 0.457
H -1.001 0.797 -1.115

Computed properties:
- LUMO level (eV) = 4.2
- highest occupied orbital energy (hartree) = -0.1357
- charge = -1
- gap between HOMO and LUMO (eV) = 7.92

=====

Q | Density functional theory data (ωB97M-V/def2-TZVPD) for a gas-phase ion, FHNO2S (charge -1).

Element x y z (Å)
N -0.260 -1.108 -0.088
O 0.684 1.200 0.449
O 0.440 0.068 -2.013
F -1.024 -1.322 1.095
S -0.295 0.287 -0.776
H 0.456 0.875 1.332

Computed properties:
- LUMO level (eV) = 4.3
- highest occupied orbital energy (hartree) = -0.1268
- charge = -1
- gap between HOMO and LUMO (eV) = 7.76

=====

Of them, the most stable is P and the least stable is Q.

=====

P | Density functional theory data (ωB97M-V/def2-TZVPD) for a single C4H8 molecule.

Element x y z (Å)
C 1.129 -1.764 -0.158
C 0.344 -0.816 0.329
C -0.208 0.253 -0.512
C -0.847 1.525 0.315
H 1.594 -2.646 0.346
H 1.815 -1.511 -0.977
H -0.134 -0.885 1.303
H 0.314 0.586 -1.415
H -1.063 -0.176 -1.154
H -1.561 1.237 1.143
H -0.048 1.938 1.029
H -1.334 2.259 -0.249

Computed properties:
- LUMO level (eV) = 1.2
- highest occupied orbital energy (hartree) = -0.3462
- structure (SMILES) = C=CCC
- gap between HOMO and LUMO (eV) = 10.63

=====

Q | Density functional theory data (ωB97M-V/def2-TZVPD) for 2 unconnected molecules or ions with the total composition C4H8.

Element x y z (Å)
C 0.402 -0.776 1.819
C 0.166 -1.012 0.573
C 1.087 0.395 1.435
H 0.300 -1.335 2.749
H 0.351 -1.892 -0.012
H 0.498 1.238 1.111
H 2.146 0.283 1.184
C -0.970 0.620 -1.766
H -1.679 0.518 -2.603
H -0.508 -0.336 -1.630
H -1.474 0.829 -0.811
H -0.319 1.468 -2.049

Computed properties:
- LUMO level (eV) = 1.0
- highest occupied orbital energy (hartree) = -0.3281
- structure (SMILES) = C1=CC1.C
- gap between HOMO and LUMO (eV) = 9.95

=====

R | Density functional theory data (ωB97M-V/def2-TZVPD) for a single C4H8 molecule.

Element x y z (Å)
C -0.455 -0.995 -0.097
C -1.009 0.451 0.084
C 0.433 0.996 -0.084
C 1.038 -0.437 0.085
H -0.455 -1.413 -1.103
H -0.919 -1.707 0.618
H -1.538 0.540 1.058
H -1.856 0.728 -0.703
H 0.831 1.765 0.628
H 0.659 1.420 -1.111
H 1.917 -0.815 -0.553
H 1.354 -0.533 1.178

Computed properties:
- LUMO level (eV) = 1.3
- highest occupied orbital energy (hartree) = -0.3842
- structure (SMILES) = C1CCC1
- gap between HOMO and LUMO (eV) = 11.76

=====

Of them, the most stable is R and the least stable is Q.

=====

P | Density functional theory data (ωB97M-V/def2-TZVPD) for a single C4H8 molecule.

Element x y z (Å)
C 1.290 0.028 -0.905
C 0.423 0.002 0.325
C -0.922 0.729 0.420
C -0.910 -0.760 0.330
H 2.098 0.797 -0.889
H 0.623 0.216 -1.772
H 1.842 -0.959 -1.015
H 0.922 -0.033 1.274
H -1.181 1.285 1.303
H -1.163 1.235 -0.560
H -1.129 -1.358 1.229
H -1.301 -1.179 -0.590

Computed properties:
- LUMO level (eV) = 1.3
- highest occupied orbital energy (hartree) = -0.3624
- structure (SMILES) = CC1CC1
- gap between HOMO and LUMO (eV) = 11.20

=====

Q | Density functional theory data (ωB97M-V/def2-TZVPD) for a single C4H8 molecule.

Element x y z (Å)
C -1.963 0.006 -0.254
C -0.843 -0.267 0.409
C 0.413 0.550 0.325
C 1.567 -0.263 -0.263
H -2.038 0.858 -0.906
H -2.857 -0.615 -0.175
H -0.783 -1.184 1.011
H 0.687 0.846 1.353
H 0.211 1.449 -0.246
H 1.314 -0.579 -1.268
H 1.836 -1.148 0.321
H 2.457 0.349 -0.305

Computed properties:
- LUMO level (eV) = 1.3
- highest occupied orbital energy (hartree) = -0.3531
- structure (SMILES) = C=CCC
- gap between HOMO and LUMO (eV) = 10.90

=====

R | Density functional theory data (ωB97M-V/def2-TZVPD) for 2 unconnected molecules or ions with the total composition C4H8.

Element x y z (Å)
C 0.495 1.692 0.649
C 1.287 2.666 0.726
H 0.131 1.578 -0.234
H 0.347 0.904 1.406
H 1.522 3.313 -0.049
H 1.751 2.949 1.671
C -0.682 -2.688 -1.038
C -1.164 -1.646 -0.395
H 0.425 -2.615 -1.383
H -1.094 -3.646 -0.889
H -0.485 -0.714 -0.207
H -2.214 -1.916 0.029

Computed properties:
- LUMO level (eV) = 1.2
- highest occupied orbital energy (hartree) = -0.3774
- structure (SMILES) = C=C.C=C
- gap between HOMO and LUMO (eV) = 11.46

=====

Of them, the most stable is Q and the least stable is R.

=====

P | Density functional theory data (ωB97M-V/def2-TZVPD) for a molecular structure, C49H58As2N3OP3S4Sc.

Element x y z (Å)
Sc 0.333 -0.107 0.852
S -0.909 2.035 -0.314
P 0.282 1.244 -1.752
C 1.561 0.391 -1.039
P 2.686 1.417 -0.264
S 2.296 1.458 1.735
C 4.372 0.810 -0.557
C 4.632 0.051 -1.692
C 5.931 -0.352 -1.978
C 6.968 -0.004 -1.126
C 6.712 0.756 0.011
C 5.419 1.168 0.289
C 2.833 3.162 -0.790
C 3.637 3.512 -1.872
C 3.725 4.832 -2.284
C 3.019 5.820 -1.611
C 2.221 5.480 -0.528
C 2.129 4.158 -0.121
C -0.728 0.134 -2.790
C -2.080 0.393 -2.984
C -2.796 -0.312 -3.944
C -2.164 -1.281 -4.710
C -0.821 -1.568 -4.494
C -0.105 -0.864 -3.537
C 0.735 2.478 -3.013
C 1.591 2.088 -4.042
C 1.918 2.976 -5.051
C 1.397 4.265 -5.038
C 0.551 4.658 -4.013
C 0.217 3.764 -3.002
H 3.801 -0.235 -2.327
H 6.130 -0.945 -2.861
H 7.980 -0.323 -1.344
H 7.521 1.029 0.675
H 5.217 1.766 1.171
H 4.197 2.752 -2.403
H 4.349 5.090 -3.130
H 3.096 6.852 -1.929
H 1.672 6.248 0.003
H 1.511 3.887 0.723
H -2.569 1.140 -2.372
H -3.847 -0.096 -4.099
H -2.717 -1.821 -5.469
H -0.329 -2.335 -5.079
H 0.940 -1.086 -3.354
H 2.007 1.086 -4.048
H 2.582 2.667 -5.848
H 1.655 4.961 -5.825
H 0.153 5.665 -3.994
H -0.435 4.069 -2.192
C -1.909 -3.866 1.959
As -0.591 -2.531 2.508
C -1.264 -2.123 4.295
C 0.831 -3.775 2.997
C 0.522 -4.911 3.748
C 1.509 -5.809 4.115
C 2.825 -5.577 3.733
C 3.136 -4.455 2.986
C 2.147 -3.545 2.608
As 2.625 -1.951 1.576
C 4.038 -1.306 2.749
C 3.728 -2.758 0.195
H -2.358 -4.323 2.840
H -1.396 -4.631 1.379
H -2.685 -3.401 1.356
H -1.402 -3.035 4.874
H -2.218 -1.605 4.193
H -0.555 -1.471 4.802
H -0.500 -5.104 4.052
H 1.256 -6.685 4.698
H 3.606 -6.270 4.020
H 4.168 -4.290 2.701
H 4.811 -2.068 2.840
H 3.616 -1.090 3.730
H 4.457 -0.394 2.334
H 4.307 -3.573 0.626
H 4.401 -1.998 -0.194
H 3.094 -3.127 -0.607
C -0.280 3.378 3.061
P -1.126 1.841 3.380
C -1.121 1.605 5.154
C -2.833 2.111 2.915
O -0.539 0.632 2.688
H -0.720 4.167 3.674
H -0.379 3.625 2.004
H 0.781 3.279 3.289
H -1.515 2.489 5.656
H -0.099 1.431 5.493
H -1.728 0.738 5.415
H -3.266 2.907 3.524
H -3.383 1.185 3.078
H -2.891 2.377 1.859
C -7.341 0.671 2.329
C -6.279 0.954 1.319
C -6.311 1.948 0.393
C -5.225 2.040 -0.511
N -4.193 1.224 -0.485
C -4.128 0.259 0.458
S -2.862 -0.828 0.626
N -5.190 0.148 1.327
C -5.204 3.115 -1.550
H -8.155 1.384 2.234
H -6.936 0.738 3.340
H -7.740 -0.335 2.192
H -7.152 2.624 0.338
H -5.122 -0.612 1.991
H -6.204 3.325 -1.930
H -4.539 2.836 -2.363
H -4.820 4.035 -1.100
S 0.292 -2.651 -0.654
C -0.948 -3.545 -1.370
N -0.770 -4.891 -1.489
C -1.649 -5.751 -2.062
C -2.819 -5.286 -2.567
C -3.060 -3.897 -2.488
C -2.157 -3.050 -1.915
H 0.098 -5.249 -1.111
H -1.349 -6.788 -2.078
H -3.522 -5.966 -3.023
H -3.971 -3.489 -2.907
H -2.322 -1.983 -1.883

Computed properties:
- LUMO level (eV) = -2.3
- highest occupied orbital energy (hartree) = -0.3290
- charge = +1
- gap between HOMO and LUMO (eV) = 6.70

=====

Q | Density functional theory data (ωB97M-V/def2-TZVPD) for a molecular structure, C49H58As2N3OP3S4Sc.

Element x y z (Å)
Sc 0.732 -0.006 -0.235
S 2.084 2.181 0.198
P 0.164 2.806 0.416
C -0.899 1.571 -0.058
P -1.822 0.709 1.050
S -0.690 -0.746 1.918
C -2.756 1.678 2.263
C -2.549 1.531 3.628
C -3.279 2.301 4.525
C -4.214 3.210 4.059
C -4.418 3.363 2.692
C -3.689 2.602 1.798
C -3.160 -0.148 0.122
C -4.191 -0.632 0.825
C -5.334 -1.444 0.417
C -5.751 -1.812 -0.797
C -5.197 -1.447 -2.135
C -2.975 -0.294 -1.366
C -0.109 4.269 -0.620
C 0.903 5.202 -0.820
C 0.668 6.323 -1.601
C -0.584 6.522 -2.172
C -1.598 5.599 -1.965
C -1.358 4.470 -1.195
C -0.008 3.440 2.109
C 0.707 2.840 3.141
C 0.566 3.298 4.441
C -0.285 4.358 4.717
C -1.004 4.956 3.692
C -0.866 4.500 2.391
H -1.814 0.820 3.983
H -3.110 2.190 5.588
H -4.785 3.806 4.760
H -5.147 4.075 2.328
H -3.849 2.721 0.731
H -4.184 -0.421 1.891
H -5.925 -1.803 1.253
H -6.627 -2.452 -0.830
H -4.724 -2.335 -2.570
H -2.341 0.559 -1.665
H 1.881 5.041 -0.382
H 1.458 7.043 -1.763
H -0.765 7.399 -2.780
H -2.572 5.753 -2.411
H -2.127 3.721 -1.047
H 1.385 2.022 2.926
H 1.128 2.828 5.238
H -0.387 4.720 5.732
H -1.669 5.782 3.904
H -1.425 4.978 1.596
C 3.112 -2.165 -3.047
As 3.075 -0.710 -1.749
C 4.673 -1.173 -0.746
C 3.714 0.796 -2.812
C 5.073 0.999 -3.025
C 5.520 2.137 -3.680
C 4.609 3.084 -4.118
C 3.250 2.879 -3.929
C 2.792 1.732 -3.292
As 0.899 1.361 -3.008
C 0.091 2.918 -3.861
C 0.638 0.095 -4.498
H 4.069 -2.140 -3.569
H 2.306 -2.060 -3.769
H 2.996 -3.105 -2.508
H 5.475 -1.456 -1.427
H 4.426 -2.024 -0.114
H 4.973 -0.330 -0.126
H 5.803 0.283 -2.670
H 6.580 2.288 -3.835
H 4.954 3.984 -4.609
H 2.553 3.629 -4.280
H 0.286 3.821 -3.287
H -0.987 2.761 -3.903
H 0.481 3.020 -4.874
H 1.496 0.107 -5.168
H -0.249 0.388 -5.062
H 0.490 -0.908 -4.105
C -4.268 -0.244 -2.190
P -1.842 -1.676 -1.703
C -1.985 -2.220 -3.410
C -2.262 -3.077 -0.670
O -0.415 -1.224 -1.461
H -6.042 -1.246 -2.800
H -4.006 -0.056 -3.235
H -4.817 0.638 -1.853
H -2.880 -2.816 -3.576
H -1.108 -2.833 -3.623
H -1.986 -1.368 -4.089
H -3.326 -3.305 -0.736
H -2.007 -2.809 0.354
H -1.670 -3.936 -0.986
C -2.192 -4.689 3.148
C -1.196 -5.152 2.142
C -1.059 -6.432 1.682
C -0.054 -6.681 0.719
N 0.740 -5.745 0.241
C 0.609 -4.482 0.686
S 1.531 -3.186 0.189
N -0.359 -4.224 1.638
C 0.141 -8.060 0.172
H -2.775 -5.526 3.522
H -2.869 -3.959 2.700
H -1.689 -4.205 3.986
H -1.693 -7.224 2.050
H -0.418 -3.253 1.945
H -0.397 -8.809 0.748
H 1.203 -8.298 0.152
H -0.215 -8.088 -0.859
S 2.787 -0.405 2.271
C 4.111 -1.327 2.728
N 5.068 -0.735 3.504
C 6.182 -1.344 3.978
C 6.425 -2.646 3.682
C 5.479 -3.323 2.880
C 4.361 -2.694 2.420
H 4.898 0.238 3.722
H 6.831 -0.729 4.583
H 7.312 -3.133 4.055
H 5.639 -4.364 2.631
H 3.626 -3.208 1.817

Computed properties:
- LUMO level (eV) = -1.9
- highest occupied orbital energy (hartree) = -0.3437
- charge = +1
- gap between HOMO and LUMO (eV) = 7.40

=====

Of them, the most stable is P and the least stable is Q.

=====

P | Density functional theory data (ωB97M-V/def2-TZVPD) for a single C2H7NO2S2 molecule.

Element x y z (Å)
C 0.753 -1.391 -0.167
C 0.192 -0.053 -0.495
N -0.083 0.780 1.000
O -0.867 -0.579 -2.652
O -2.088 1.005 -1.180
S -0.490 -2.381 0.759
S -1.334 -0.480 -1.287
H 1.742 -1.417 0.458
H 0.980 -1.824 -1.276
H 0.762 0.588 -1.140
H 0.776 1.360 1.107
H -0.824 1.476 0.830
H -2.278 1.690 -1.900
H -0.830 -1.233 1.579

Computed properties:
- LUMO level (eV) = 0.5
- highest occupied orbital energy (hartree) = -0.3201
- gap between HOMO and LUMO (eV) = 9.18

=====

Q | Density functional theory data (ωB97M-V/def2-TZVPD) for 2 unconnected molecules or ions with the total composition C2H7NO2S2.

Element x y z (Å)
C -1.635 0.463 -0.566
C -0.473 -0.806 0.971
N -0.911 0.406 0.658
O 1.198 1.066 -0.499
O 1.874 -1.133 -1.482
S 3.170 -0.421 1.036
S 1.672 -0.545 -0.208
H -2.088 1.460 -0.649
H -0.849 0.230 -1.398
H -2.324 -0.385 -0.622
H -0.963 -1.708 0.561
H -0.055 -1.132 1.953
H 1.912 1.401 -0.924
H -0.528 1.103 1.169

Computed properties:
- LUMO level (spin up / spin down) (eV) = -0.2 / -0.2
- highest occupied orbital energy (spin up / spin down) (hartree) = -0.2983 / -0.2983
- gap between HOMO and LUMO (spin up / spin down) (eV) = 7.96 / 7.96

=====

Of them, the most stable is P and the least stable is Q.